No. 1
{
  "formula": "C8H13N2O2",
  "method": "ωB97M-V/def2-TZVPD",
  "total_energy_ev": -15571.85749,
  "lumo_energy_ev": -3.75,
  "smiles": "CC(=O)c1cnoc1[N+](C)(C)C",
  "total_charge": 1,
  "max_force_ha_per_bohr": 0.0903,
  "homo_lumo_gap_ha": 0.3899,
  "multiplicity": 1,
  "elements": ["C", "C", "O", "C", "C", "N", "O", "C", "N", "C", "C", "C", "H", "H", "H", "H", "H", "H", "H", "H", "H", "H", "H", "H", "H"],
  "coordinates": [[3.22499, 0.86966, 0.30235], [1.80287, 0.93344, -0.08646], [1.15773, 1.85919, -0.55910], [1.21472, -0.46336, -0.01712], [1.74886, -1.73110, -0.12927], [0.88814, -2.69373, -0.10062], [-0.28608, -2.08987, 0.01318], [-0.10611, -0.80029, -0.04002], [-1.36181, -0.03815, -0.02555], [-1.37761, 0.74553, -1.32375], [-1.37609, 0.92930, 1.00289], [-2.51941, -0.97086, 0.20013], [3.75770, 0.00815, 0.58711], [3.28244, 1.54803, 1.17625], [3.79976, 1.24547, -0.52938], [2.74842, -2.11737, -0.10219], [-1.61813, 0.07435, -2.20554], [-2.17708, 1.48082, -1.19898], [-0.43517, 1.21869, -1.40519], [-2.33154, 1.36318, 1.34829], [-0.88393, 0.59391, 1.91475], [-0.70151, 1.72094, 0.65319], [-2.74995, -1.25941, 1.19079], [-3.36937, -0.55642, -0.23067], [-2.33187, -1.87009, -0.43507]],
  "atomic_forces_ev_per_a": [[0.4, 3.0, 0.5], [-0.5, -2.3, -1.2], [1.5, -0.6, 1.2], [-2.2, 1.9, -0.7], [2.5, -2.0, 0.6], [1.0, -0.9, 0.1], [-2.0, 0.0, -0.5], [-0.9, 0.8, 1.0], [-0.2, -1.7, -0.8], [-2.5, -1.4, -1.3], [1.6, 3.2, 2.9], [0.8, -1.9, -2.8], [-0.4, -1.7, 0.4], [0.5, 0.1, -0.5], [0.3, 0.8, -0.1], [0.6, 0.5, -0.3], [0.4, 0.6, 1.2], [0.1, -0.1, -0.2], [0.7, 0.4, -0.2], [0.1, -0.6, -1.0], [-0.2, -0.6, 0.0], [-0.5, 0.2, 0.4], [0.6, 0.0, 1.2], [-1.5, 1.3, -0.6], [-0.3, 0.6, 0.8]]
}

---

No. 2
{
  "formula": "C8H13N2O5",
  "method": "ωB97M-V/def2-TZVPD",
  "total_energy_ev": -21712.09612,
  "lumo_energy_ev": [-4.38, -4.45],
  "total_charge": 1,
  "max_force_ha_per_bohr": 0.0935,
  "homo_lumo_gap_ha": [0.2812, 0.2735],
  "multiplicity": 1,
  "elements": ["C", "C", "C", "C", "C", "C", "C", "C", "N", "N", "O", "O", "O", "O", "O", "H", "H", "H", "H", "H", "H", "H", "H", "H", "H", "H", "H", "H"],
  "coordinates": [[-3.18994, 0.36046, -0.05812], [1.39826, 0.04673, 1.00656], [-0.02062, -0.57135, 0.95491], [1.91778, 0.27602, -0.38951], [-0.17556, 1.03703, -0.98250], [-0.91742, 0.21977, 0.03239], [-4.53994, -0.04408, -0.27993], [3.36307, 0.97350, -0.30198], [-1.46411, 1.36003, 0.75856], [-2.19706, -0.43997, -0.40363], [-2.77373, 1.51251, 0.49659], [1.31173, 1.32101, 1.64746], [0.01814, -1.95785, 0.49324], [4.39728, -0.04997, -0.40319], [1.09304, 1.19822, -1.04422], [2.13053, -0.63088, 1.47281], [-0.38452, -0.37890, 1.97163], [2.01617, -0.62502, -0.99344], [-0.76371, 1.90780, -1.48732], [-4.44635, -1.19145, -0.40619], [-5.15832, 0.15540, 0.59131], [-4.98284, 0.63993, -1.03838], [3.42350, 1.50576, 0.61003], [3.40301, 1.82994, -1.04856], [-2.10664, -1.17207, -1.07090], [0.95517, 1.17834, 2.49687], [0.12036, -2.62504, 1.16613], [4.89155, -0.11339, -1.26934]],
  "atomic_forces_ev_per_a": [[1.5, 0.9, -0.1], [-0.2, -0.2, -0.4], [1.4, -1.6, 0.8], [3.2, 0.4, 0.9], [-2.1, 2.4, -1.0], [-2.0, 0.6, 0.4], [-1.2, -1.0, 0.0], [-0.3, -0.8, -2.4], [4.7, 0.5, 1.0], [2.3, 2.1, 1.1], [-2.9, -3.0, -2.1], [0.9, -0.6, -2.0], [-0.4, 1.9, -0.6], [-0.3, 0.8, -0.6], [-1.5, 0.9, -0.6], [-0.4, 0.0, 0.2], [-0.5, -0.9, -0.2], [-0.2, -0.1, 0.2], [1.0, -1.9, 0.6], [-1.0, 2.1, -0.5], [0.1, -0.1, 0.3], [0.1, -1.1, -0.1], [0.4, 0.0, 1.3], [0.1, -1.4, 0.3], [-0.9, -0.8, -0.2], [-0.6, 0.0, 1.7], [0.1, 0.1, 0.7], [-1.2, 0.6, 1.3]]
}

---

No. 3
{
  "formula": "C8H13N2OS",
  "method": "ωB97M-V/def2-TZVPD",
  "total_energy_ev": -24360.02608,
  "lumo_energy_ev": [-3.36, -3.36],
  "total_charge": 1,
  "max_force_ha_per_bohr": 0.0674,
  "homo_lumo_gap_ha": [0.3185, 0.3185],
  "multiplicity": 1,
  "elements": ["C", "C", "C", "C", "C", "C", "C", "C", "N", "N", "O", "S", "H", "H", "H", "H", "H", "H", "H", "H", "H", "H", "H", "H", "H"],
  "coordinates": [[-3.29461, 0.11989, 1.29065], [-3.71987, 0.04242, -0.02977], [-1.48869, -0.19051, -0.03804], [2.15613, 1.62381, -0.34502], [2.72731, 0.39906, 0.35385], [0.75158, 1.28835, -0.84738], [2.05709, -0.85112, -0.26028], [2.76308, -2.12197, -0.07536], [-2.64719, -0.18749, -0.80369], [-1.91871, -0.05904, 1.20405], [-4.96099, -0.00291, -0.54470], [0.62532, -0.54593, -1.00994], [-3.95390, 0.36028, 2.06172], [2.15258, 2.56438, 0.26489], [2.90924, 1.80004, -1.05749], [3.80820, 0.15829, 0.13035], [2.38788, 0.55100, 1.33563], [0.08930, 1.67450, -0.15181], [0.35757, 1.60755, -1.72351], [2.06455, -2.86922, -0.27062], [3.07173, -2.33943, 0.87446], [3.56755, -1.98616, -0.67904], [-2.53798, -0.36844, -1.75197], [-1.35525, -0.24779, 1.98366], [-5.61190, -0.41955, 0.08938]],
  "atomic_forces_ev_per_a": [[-0.3, -0.3, -3.4], [-1.2, -0.7, 2.1], [-1.2, -0.8, -0.8], [0.5, 0.6, -0.3], [-0.5, -1.3, -1.8], [2.2, -1.6, 1.6], [-0.5, 2.6, 0.7], [-3.1, 0.9, -0.2], [2.6, 0.6, 2.0], [-1.2, 0.5, -0.1], [-0.8, -0.3, 0.6], [1.3, -0.1, 0.8], [-0.2, 0.1, 1.6], [-0.2, -1.1, -0.2], [0.3, 0.6, -1.8], [-0.9, 1.0, 1.1], [0.6, -0.7, 2.0], [-1.5, 0.0, 1.7], [-0.3, 1.4, -3.1], [-0.5, -1.8, -1.2], [1.0, 0.1, 2.7], [2.6, -0.6, -2.1], [-0.6, -0.2, -1.9], [0.9, 0.1, 1.1], [1.2, 0.8, -0.9]]
}

---

No. 4
{
  "formula": "C8H13N3O3",
  "method": "ωB97M-V/def2-TZVPD",
  "total_energy_ev": -19114.13071,
  "lumo_energy_ev": 0.55,
  "smiles": "[H]/N=C(/CCC#N)C/C(CCO)=[N+](\\[O-])O",
  "total_charge": 0,
  "max_force_ha_per_bohr": 0.0747,
  "homo_lumo_gap_ha": 0.3517,
  "multiplicity": 1,
  "elements": ["H", "N", "C", "C", "C", "C", "N", "C", "C", "C", "C", "O", "N", "O", "O", "H", "H", "H", "H", "H", "H", "H", "H", "H", "H", "H", "H"],
  "coordinates": [[1.58605, -1.37303, 1.65230], [1.87890, -0.38199, 1.73667], [1.80700, 0.07620, 0.54088], [2.16100, 1.50407, 0.29552], [1.77637, 2.45554, 1.38587], [0.42226, 2.91098, 1.26232], [-0.61656, 3.27160, 1.00409], [1.33958, -0.80286, -0.61572], [-0.13673, -0.44142, -0.83376], [-1.19140, -0.56471, 0.29154], [-2.14899, -1.74579, 0.35421], [-2.85949, -1.95850, -0.75790], [-0.54439, -0.09712, -2.01401], [-0.01272, -0.12123, -3.10005], [-1.89305, 0.27547, -2.04195], [3.28817, 1.32400, 0.19154], [1.65543, 1.80137, -0.66197], [2.41144, 3.31707, 1.41017], [1.76173, 2.08353, 2.42399], [2.01200, -0.89112, -1.44197], [1.21983, -1.90364, -0.27284], [-1.68563, 0.33054, 0.44612], [-0.61528, -0.69301, 1.19798], [-1.63348, -2.83459, 0.43844], [-2.84014, -1.69731, 1.28437], [-3.10863, -1.12512, -1.20143], [-2.36715, 0.29047, -2.87330]],
  "atomic_forces_ev_per_a": [[0.4, 0.5, 0.6], [-0.5, -0.5, -1.1], [-0.4, -1.3, 1.3], [0.9, -1.2, -1.5], [0.0, 0.1, 1.8], [1.3, -0.2, -0.6], [-2.5, 0.7, -0.2], [-2.0, -1.7, 1.6], [-0.6, -0.1, 0.1], [2.4, -1.6, 0.4], [1.1, -2.8, 2.2], [-2.3, 0.3, -3.1], [-1.2, -0.7, -0.3], [1.5, 0.3, -1.4], [-1.3, 0.8, 2.4], [-1.3, 1.3, -0.2], [1.0, 0.0, 0.6], [0.4, 0.6, -0.1], [0.8, -0.6, -0.5], [0.0, 0.7, -0.9], [0.6, 1.6, -0.1], [-1.2, 1.9, 0.0], [0.3, 0.2, 0.4], [-0.3, 2.6, 0.5], [1.2, 0.4, -1.1], [0.3, -0.5, 0.5], [1.2, -0.3, -1.2]]
}